(1)
DFT (wB97M-V/def2-TZVPD) results for a structure of composition C20H39N2O2P2PbSi.

E_HOMO in eV: -9.75
Net charge: +1
LUMO in eV: -3.1
Orbital gap in eV: 6.697

Last column: Löwdin charge in e.
CARTESIAN COORDINATES (ANGSTROEM)
C -0.92 1.31 -4.82  -0.01
C -0.94 0.78 -3.53  -0.29
N -0.21 1.37 -2.58  0.00
C 0.67 2.34 -2.83  -0.30
C 0.76 2.86 -4.12  -0.01
C -0.06 2.36 -5.13  -0.02
C -1.83 -0.43 -3.18  -0.26
P -2.34 -0.53 -1.44  0.77
Pb -0.24 0.36 -0.21  0.84
P 1.99 1.73 -0.37  0.76
C 1.53 2.92 -1.67  -0.26
O -0.65 -3.10 -3.48  -0.09
O 0.38 -3.46 -1.03  -0.12
H -1.60 0.88 -5.55  0.12
H 1.47 3.67 -4.28  0.12
H -0.02 2.78 -6.13  0.12
C -3.72 0.57 -1.11  -0.24
C -2.78 -2.21 -0.97  -0.22
H 2.46 3.37 -2.06  0.10
H 0.97 3.74 -1.19  0.11
H -1.33 -1.40 -3.47  0.07
H -2.77 -0.36 -3.76  0.11
C 2.22 2.57 1.20  -0.24
C 3.51 0.87 -0.81  -0.23
H 0.65 -2.51 -1.14  -0.04
H 0.20 -3.57 -0.08  0.07
H -0.31 -3.48 -2.64  0.01
H 0.08 -3.19 -4.13  0.07
H -1.02 1.98 0.36  -0.01
H 0.70 -0.94 -1.34  -0.01
H -4.62 0.25 -1.64  0.06
H -3.97 0.61 -0.04  0.02
H -3.49 1.60 -1.40  0.06
H -3.64 -2.56 -1.55  0.07
H -1.94 -2.90 -1.13  0.03
H -3.03 -2.25 0.10  0.06
H 4.37 1.55 -0.86  0.06
H 3.73 0.09 -0.08  0.04
H 3.39 0.37 -1.78  0.06
H 3.09 3.25 1.17  0.06
H 1.33 3.15 1.49  0.05
H 2.39 1.84 2.00  0.06
C -2.95 0.61 2.30  -0.20
Si -1.27 0.00 2.90  0.33
C -0.57 1.54 3.70  -0.17
C -1.76 -1.45 3.96  -0.16
N -0.06 -0.73 1.83  -0.21
C 1.18 -1.16 2.21  -0.41
C 2.16 -1.62 1.28  -0.11
C 3.39 -2.11 1.69  -0.11
C 3.68 -2.15 3.06  -0.10
C 2.77 -1.66 4.00  -0.08
C 1.55 -1.14 3.58  -0.07
H -3.46 0.91 3.23  0.06
H -3.58 -0.17 1.83  0.02
H -2.95 1.49 1.65  0.00
H -1.28 1.83 4.49  0.04
H 0.41 1.40 4.15  0.03
H -0.51 2.38 2.99  0.02
H -2.25 -2.19 3.31  0.04
H -0.90 -1.94 4.43  0.03
H -2.47 -1.11 4.72  0.04
H 1.89 -1.57 0.21  0.03
H 4.09 -2.48 0.93  0.11
H 4.63 -2.58 3.38  0.10
H 2.98 -1.67 5.08  0.11
H 0.83 -0.72 4.30  0.08


(2)
DFT (wB97M-V/def2-TZVPD) results for a structure of composition C20H39N2O2P2SiY.

E_HOMO in eV: -6.48
Net charge: 0
LUMO in eV: 0.1
Orbital gap in eV: 6.538

Last column: Löwdin charge in e.
CARTESIAN COORDINATES (ANGSTROEM)
C 4.32 1.64 -1.99  -0.04
C 3.04 1.53 -1.45  -0.30
N 2.54 0.36 -1.00  0.06
C 3.39 -0.70 -0.97  -0.30
C 4.69 -0.65 -1.47  -0.03
C 5.16 0.54 -2.01  -0.04
C 2.29 2.85 -1.38  -0.29
P 0.62 2.88 -0.58  0.81
Y 0.02 0.14 -0.29  0.88
P 1.21 -2.38 -0.15  0.84
C 3.01 -2.03 -0.32  -0.31
O 0.04 1.25 -6.43  -0.05
O -1.22 -0.39 -1.94  -0.51
H 4.63 2.62 -2.36  0.12
H 5.30 -1.55 -1.43  0.12
H 6.17 0.61 -2.43  0.11
C 0.96 3.96 0.86  -0.26
C -0.27 4.01 -1.71  -0.26
H 3.45 -2.85 -0.90  0.09
H 3.43 -2.08 0.70  0.10
H 2.17 3.23 -2.36  0.06
H 2.90 3.58 -0.83  0.10
C 1.24 -3.69 1.11  -0.24
C 0.91 -3.35 -1.68  -0.26
H -3.00 -1.18 -4.06  0.04
H -1.76 -0.67 -2.69  -0.12
H -0.37 2.07 -6.21  0.01
H 0.54 1.00 -5.64  0.04
H 0.88 0.68 1.38  -0.13
H -3.69 -1.27 -3.65  0.06
H 0.78 5.01 0.60  0.04
H 0.30 3.67 1.69  0.01
H 2.00 3.83 1.18  0.05
H -0.23 5.04 -1.33  0.04
H 0.18 3.97 -2.71  0.04
H -1.31 3.69 -1.78  0.02
H 0.92 -4.42 -1.44  0.04
H -0.08 -3.06 -2.06  0.03
H 1.67 -3.12 -2.44  0.05
H 1.47 -4.66 0.64  0.05
H 1.99 -3.45 1.87  0.05
H 0.25 -3.74 1.59  0.02
C -2.88 1.94 0.04  -0.19
Si -2.65 0.98 1.64  0.33
C -1.86 2.06 2.96  -0.18
C -4.31 0.33 2.18  -0.18
N -1.54 -0.34 1.35  -0.25
C -1.58 -1.52 2.05  -0.44
C -0.98 -1.64 3.33  -0.05
C -1.19 -2.78 4.09  -0.11
C -1.94 -3.84 3.57  -0.13
C -2.46 -3.78 2.27  -0.12
C -2.24 -2.65 1.49  -0.07
H -3.92 2.30 0.04  0.04
H -2.73 1.31 -0.85  0.01
H -2.23 2.82 -0.02  -0.01
H -2.46 2.97 3.09  0.03
H -1.84 1.52 3.92  0.03
H -0.83 2.33 2.71  -0.01
H -4.78 -0.25 1.38  0.03
H -4.22 -0.33 3.06  0.03
H -4.97 1.17 2.44  0.03
H -0.40 -0.79 3.71  0.10
H -0.77 -2.84 5.10  0.10
H -2.13 -4.73 4.19  0.09
H -3.04 -4.61 1.87  0.10
H -2.61 -2.56 0.47  0.11


(3)
DFT (wB97M-V/def2-TZVPD) results for a cluster of 5 separate species, C20H39N2O9P3 in total.

E_HOMO in eV: -6.25
SMILES string: [H]/N=C(\C)C[PH2]([PH2]=N)P(C)O.O=C1CCCO1.O=C1CCCO1.O=C1CCCO1.O=C1CCCO1
Net charge: 0
LUMO in eV: 0.1
Orbital gap in eV: 6.310

Last column: Löwdin charge in e.
CARTESIAN COORDINATES (ANGSTROEM)
C 3.92 3.35 -1.96  -0.06
C 4.12 3.22 -3.52  -0.46
N 5.15 3.79 -4.07  0.09
C 3.19 2.41 -4.49  -0.37
P 2.16 1.05 -3.66  0.48
P 3.95 -0.05 -2.89  0.53
N 4.01 -1.53 -3.53  -0.39
P 0.25 2.10 -4.19  0.66
C -0.25 3.07 -2.66  -0.35
O -0.96 0.91 -4.38  -0.41
H 3.42 2.44 -1.52  0.04
H 4.94 3.48 -1.50  0.08
H 3.26 4.24 -1.77  0.08
H 5.69 4.29 -3.35  0.04
H 2.56 3.16 -5.05  0.06
H 3.86 1.91 -5.26  0.10
H 1.78 -0.07 -4.50  0.01
H 1.72 1.10 -2.28  -0.06
H 5.18 0.67 -3.12  -0.03
H 3.83 -0.22 -1.47  -0.03
H 3.92 -2.23 -2.79  -0.08
H -1.37 3.24 -2.65  0.03
H -0.03 2.46 -1.73  0.02
H 0.29 4.05 -2.53  0.03
H -1.45 0.76 -3.54  0.01
O 1.20 0.13 -0.54  0.06
C 1.33 -1.04 -0.28  -0.47
O 2.27 -1.83 -0.85  -0.04
C 2.08 -3.19 -0.40  -0.14
C 1.30 -3.07 0.89  -0.15
C 0.46 -1.83 0.66  -0.07
H 1.53 -3.73 -1.17  0.14
H 3.05 -3.67 -0.25  0.13
H 0.72 -3.96 1.13  0.11
H 1.99 -2.89 1.73  0.12
H -0.48 -2.07 0.16  0.13
H 0.29 -1.28 1.58  0.11
O -0.69 -2.38 5.30  0.12
C 0.12 -1.50 5.19  -0.48
O 0.57 -1.04 3.99  0.00
C 1.60 -0.06 4.22  -0.16
C 1.37 0.44 5.62  -0.16
C 0.80 -0.78 6.32  -0.08
H 2.57 -0.55 4.10  0.13
H 1.52 0.73 3.47  0.13
H 2.27 0.84 6.09  0.12
H 0.62 1.24 5.61  0.12
H 1.59 -1.42 6.72  0.14
H 0.09 -0.51 7.10  0.13
O -2.52 1.34 -1.54  0.10
C -2.85 1.87 -0.52  -0.48
O -1.97 2.26 0.44  0.03
C -2.69 2.75 1.58  -0.16
C -4.06 3.14 1.05  -0.16
C -4.26 2.14 -0.08  -0.07
H -2.75 1.96 2.32  0.13
H -2.16 3.60 2.01  0.13
H -4.84 3.11 1.80  0.12
H -4.02 4.15 0.63  0.12
H -4.71 1.21 0.28  0.13
H -4.85 2.56 -0.89  0.13
O -1.68 -4.59 0.28  0.11
C -2.78 -4.11 0.25  -0.48
O -3.24 -3.36 -0.79  0.03
C -4.55 -2.85 -0.47  -0.16
C -5.09 -3.79 0.60  -0.16
C -3.83 -4.20 1.33  -0.08
H -4.44 -1.83 -0.10  0.12
H -5.17 -2.85 -1.36  0.13
H -5.84 -3.32 1.24  0.12
H -5.54 -4.66 0.12  0.12
H -3.57 -3.51 2.13  0.14
H -3.90 -5.22 1.71  0.13


(4)
DFT (wB97M-V/def2-TZVPD) results for a structure of composition C20H39N4O4Pm.

E_HOMO (alpha / beta) in eV: -16.07 / -16.11
Net charge: +2
LUMO (alpha / beta) in eV: -5.6 / -5.5
Spin multiplicity: 5
Orbital gap (alpha / beta) in eV: 10.453 / 10.595

Last column: Löwdin charge in e.
CARTESIAN COORDINATES (ANGSTROEM)
Pm -0.73 0.21 0.67  1.83
C 3.02 2.22 0.40  -0.03
C 3.05 0.75 0.83  -0.29
C 3.68 -0.16 -0.25  -0.08
C 3.20 -0.21 -1.72  -0.48
C 3.40 1.07 -2.52  0.01
C 3.89 -1.40 -2.38  -0.01
N 1.71 -0.48 -1.65  0.10
C 0.91 -0.75 -2.89  -0.06
C -0.42 -1.41 -2.55  -0.12
N -1.30 -0.67 -1.61  -0.23
C -1.69 0.62 -2.26  -0.06
C -0.60 1.68 -2.03  -0.57
O -0.38 2.55 -2.81  0.17
O 0.07 1.48 -0.88  -0.27
C -2.47 -1.52 -1.17  -0.31
C -3.51 -0.68 -0.40  -0.03
C -2.04 -2.79 -0.39  -0.10
C -1.34 -2.79 1.00  -0.53
C -1.15 -4.26 1.37  -0.01
C -2.17 -2.11 2.10  -0.02
N 0.02 -2.12 0.87  -0.10
C 0.81 -2.07 2.14  -0.16
C 1.95 -1.03 2.14  -0.12
N 1.72 0.27 1.41  -0.17
C 1.24 1.32 2.39  -0.09
C -0.19 1.00 2.85  -0.65
O -0.41 0.10 3.62  0.12
O -1.14 1.58 2.12  -0.17
H 3.91 2.43 -0.19  0.10
H 3.06 2.89 1.26  0.10
H 2.14 2.47 -0.20  0.08
H 3.75 0.68 1.67  0.16
H 3.71 -1.20 0.10  0.11
H 4.72 0.14 -0.29  0.15
H 4.43 1.42 -2.39  0.11
H 2.73 1.87 -2.22  0.09
H 3.26 0.88 -3.59  0.10
H 4.97 -1.30 -2.25  0.11
H 3.71 -1.44 -3.46  0.09
H 3.60 -2.35 -1.93  0.10
H 1.29 0.36 -1.23  0.08
H 1.56 -1.25 -1.00  0.14
H 1.48 -1.42 -3.54  0.14
H 0.80 0.20 -3.42  0.14
H -0.21 -2.39 -2.12  0.12
H -0.95 -1.58 -3.49  0.15
H -2.60 1.02 -1.83  0.13
H -1.85 0.52 -3.33  0.15
H -2.97 -1.89 -2.06  0.16
H -3.10 0.06 0.29  0.05
H -4.14 -1.33 0.19  0.10
H -4.15 -0.12 -1.07  0.10
H -1.46 -3.43 -1.05  0.12
H -2.98 -3.34 -0.24  0.14
H -2.11 -4.78 1.40  0.11
H -0.69 -4.36 2.36  0.10
H -0.51 -4.77 0.64  0.10
H -3.22 -2.37 1.98  0.11
H -2.11 -1.03 2.14  0.03
H -1.87 -2.44 3.08  0.11
H 0.54 -2.72 0.24  0.12
H 1.25 -3.04 2.36  0.14
H 0.13 -1.84 2.95  0.09
H 2.83 -1.50 1.74  0.11
H 2.16 -0.82 3.19  0.14
H 1.21 2.28 1.88  0.11
H 1.90 1.39 3.26  0.16


In the order shown, the computed largest force on an atom values come out to 3.19; 2.28; 3.10; 3.27 eV/Å.
In the order shown, the computed electronic energy values come out to -60144.4522; -55947.7846; -70643.3192; -52065.3320 eV.